No. 1
Molecular formula: C16H17N
Method: DFT, ωB97M-V/def2-TZVPD

CARTESIAN COORDINATES (ANGSTROEM)
C  2.0561  -3.3507  0.6830
C  1.0524  -3.8460  -0.3045
C  1.1004  -4.9926  -1.0579
N  -0.1072  -5.1364  -1.7636
C  -0.8615  -4.0318  -1.5010
C  -2.0731  -3.6375  -2.1298
C  -2.5586  -2.4000  -1.8102
C  -1.8210  -1.5220  -0.9839
C  -0.6281  -1.8701  -0.3845
C  -0.1703  -3.1836  -0.6122
H  2.3316  -2.3772  0.2519
H  2.9630  -3.9460  0.7148
H  1.6679  -3.2515  1.6934
H  1.6331  -5.8813  -0.7485
H  -0.0869  -5.6369  -2.6362
H  -2.4554  -4.3168  -2.8778
H  -3.4872  -2.0747  -2.2623
H  -2.2615  -0.5417  -0.8477
H  -0.2238  -1.0586  0.2038
C  -1.7568  4.6294  1.9906
C  -0.4582  4.3500  1.3090
C  0.3621  5.3232  0.7317
C  1.6521  5.0720  0.2720
C  2.1901  3.8001  0.2357
C  1.3725  2.8147  0.8006
C  0.1736  3.1081  1.4100
H  -1.6109  5.3263  2.8168
H  -2.1235  3.7249  2.4893
H  -2.5678  4.9389  1.3341
H  0.0699  6.3655  0.6476
H  2.0984  5.9014  -0.2670
H  3.1439  3.6015  -0.2275
H  1.7049  1.7833  0.8612
H  -0.3201  2.3164  1.9691

Force components x, y, z for each atom (eV/Å):
C 0.1324 0.4372 -0.8959
C 0.3908 -1.0806 0.0494
C -0.8942 0.0800 1.4344
N 1.1638 -0.2797 0.5268
C -1.0526 1.2430 -0.9814
C 1.4985 -0.6798 0.4621
C 0.0684 0.0751 -0.2543
C -0.7065 -0.1369 -0.1719
C -1.4744 0.0429 -0.3814
C 0.2664 0.3641 -0.3341
H 0.2256 0.0924 0.7407
H 0.0095 -0.2147 -0.0487
H -0.1183 0.1794 -0.0057
H 0.5325 0.0668 -0.6860
H -0.5247 -0.0209 0.0388
H -0.5751 0.1521 0.0048
H 0.0260 0.1443 0.0607
H 0.2379 0.0780 0.1829
H 0.7979 -0.5255 0.2613
C -0.2984 -0.5924 0.5601
C 1.6456 0.1189 0.2145
C -0.1552 0.5074 0.1248
C -0.4802 0.3623 -1.0458
C -1.1251 -0.1636 0.3536
C 1.2072 -0.3732 0.1943
C -1.0826 -0.2698 -0.0313
H -0.1231 0.3676 -0.2677
H 0.1114 -0.0513 -0.2067
H 0.1639 0.3455 -0.0868
H -0.4413 -0.1202 0.0877
H 0.4638 -0.0718 0.3287
H 0.0396 -0.1462 0.0549
H 0.1515 0.0791 -0.0642
H -0.0809 -0.0096 -0.2188

Results
SMILES: Cc1c[nH]c2ccccc12.Cc1ccccc1
net charge: 0
HOMO level: -7.996 eV
relative energy (zero: lowest compared OMol25 entry of this formula, charge and spin): 94.07 kJ/mol
calculated total energy: -674.62080 Eh

***

No. 2
Molecular formula: C16H17N3O3
Method: DFT, ωB97M-V/def2-TZVPD

CARTESIAN COORDINATES (ANGSTROEM)
C  -4.7221  -2.6910  0.1103
O  -3.9521  -1.7230  -0.5902
C  -3.8303  -0.5265  -0.0009
O  -4.3348  -0.2580  1.0563
C  -3.0077  0.4200  -0.8617
C  -1.6369  -0.1878  -1.1847
C  -0.7698  -0.2456  0.0765
N  -0.6336  1.0751  0.6401
C  0.4810  1.8382  0.5948
O  0.4872  3.0186  0.8929
C  1.7550  1.1529  0.1945
C  2.4378  1.6265  -0.9460
C  3.6434  1.1003  -1.3133
C  4.2290  0.0807  -0.5361
N  5.4220  -0.4401  -0.8937
C  5.9202  -1.3724  -0.1285
C  5.2496  -1.8361  1.0237
N  4.0932  -1.3585  1.3937
C  3.5542  -0.3850  0.6280
C  2.3088  0.1711  0.9775
C  -1.8968  1.6752  1.0198
C  -2.8338  1.7809  -0.1832
H  -5.7332  -2.3177  0.2830
H  -4.7428  -3.5765  -0.5194
H  -4.2624  -2.9166  1.0745
H  -3.5676  0.5403  -1.7962
H  -1.7578  -1.1892  -1.5974
H  -1.1385  0.4369  -1.9290
H  0.2120  -0.6536  -0.1652
H  -1.2458  -0.8946  0.8214
H  1.9869  2.4226  -1.5196
H  4.1768  1.4487  -2.1838
H  6.8781  -1.7812  -0.4213
H  5.6745  -2.6145  1.6436
H  1.8194  -0.1864  1.8708
H  -1.6828  2.6657  1.4240
H  -2.3615  1.0596  1.7949
H  -3.8009  2.1537  0.1536
H  -2.4178  2.4874  -0.9036

Force components x, y, z for each atom (eV/Å):
C -0.2267 -0.1181 0.2968
O 0.1849 -0.0113 -0.2850
C 0.0472 0.2119 -0.2070
O -0.0929 -0.0291 0.1461
C -0.0074 0.1149 -0.0619
C -0.0347 -0.1500 0.1667
C 0.0612 -0.2870 -0.4756
N -0.1137 -0.0672 0.1638
C 0.0840 -0.1248 0.0814
O 0.1300 0.2677 -0.0824
C 0.2788 -0.1434 0.3295
C 0.1483 -0.0172 -0.1290
C -0.2023 0.0937 0.0261
C -0.3761 -0.1500 0.5200
N 0.3442 -0.0557 -0.1912
C -0.0388 0.1510 -0.1844
C -0.2050 0.0288 0.1167
N 0.0519 -0.2313 0.2988
C 0.2514 0.2447 -0.5481
C -0.1767 0.3085 -0.2257
C -0.2133 0.4533 0.1281
C -0.0556 -0.2357 0.1754
H 0.0708 -0.0654 -0.0080
H 0.0101 0.0455 0.0216
H -0.0517 -0.0051 -0.0721
H 0.0195 -0.0438 0.0696
H 0.0406 0.0274 -0.0468
H 0.0193 -0.0116 -0.0223
H -0.1936 -0.0090 0.0875
H 0.0890 -0.0452 0.0023
H -0.0084 0.0864 -0.0566
H 0.0506 0.0297 -0.0913
H 0.0791 -0.0974 0.0569
H 0.1192 -0.0680 -0.0095
H -0.0712 -0.0646 0.0908
H -0.0663 -0.1704 0.0007
H 0.0507 0.0562 -0.0291
H 0.0073 0.0591 -0.0338
H -0.0038 0.0224 -0.0190

Results
SMILES: COC(=O)C1CCN(C(=O)c2ccc3nccnc3c2)CC1
net charge: 0
HOMO level: -9.250 eV
relative energy (zero: lowest compared OMol25 entry of this formula, charge and spin): 43.91 kJ/mol
calculated total energy: -1009.93061 Eh

***

No. 3
Molecular formula: C16H17N3O3S3
Method: DFT, ωB97M-V/def2-TZVPD

CARTESIAN COORDINATES (ANGSTROEM)
C  2.7286  1.0926  -1.9093
C  3.8892  1.4532  -0.9814
N  4.3486  0.3795  -0.1325
C  4.7618  -0.8729  -0.7211
C  5.9911  -0.7112  -1.6096
S  3.7119  0.3181  1.3991
O  4.4521  -0.6685  2.1294
O  3.6637  1.6604  1.8988
C  2.0273  -0.2705  1.2047
C  1.8067  -1.6324  1.0360
C  0.5299  -2.1112  0.8309
C  -0.5281  -1.2046  0.7962
N  -1.8400  -1.5252  0.6044
C  -2.5804  -0.4743  0.6351
N  -3.9350  -0.5244  0.4761
C  -4.7162  0.6072  0.5143
O  -4.2229  1.7063  0.6780
C  -6.1480  0.3951  0.3479
C  -7.0993  1.3837  0.3575
C  -8.4027  0.8909  0.1786
C  -8.4340  -0.4624  0.0347
S  -6.8756  -1.1656  0.1144
S  -1.7818  1.0685  0.8973
C  -0.2840  0.1782  0.9785
C  1.0010  0.6500  1.1834
H  1.8962  0.6763  -1.3470
H  2.3879  1.9887  -2.4211
H  3.0394  0.3692  -2.6593
H  3.5938  2.2498  -0.2974
H  4.7352  1.8131  -1.5757
H  3.9436  -1.3362  -1.2914
H  5.0078  -1.5172  0.1239
H  5.7569  -0.1414  -2.5052
H  6.7760  -0.1977  -1.0618
H  6.3538  -1.6910  -1.9091
H  2.6518  -2.2992  1.0913
H  0.3308  -3.1626  0.7024
H  -4.3390  -1.4413  0.3395
H  -6.8466  2.4198  0.4907
H  -9.2807  1.5103  0.1574
H  -9.2861  -1.0960  -0.1144
H  1.2156  1.6950  1.3358

Force components x, y, z for each atom (eV/Å):
C 0.2374 -0.0130 0.1419
C -0.3276 0.4549 -0.2768
N -0.1655 -0.0057 1.0907
C 0.2189 -0.5152 -0.0947
C -0.2916 0.0440 0.1804
S 0.0628 -0.0576 -0.1444
O -0.1363 -0.2196 -0.1766
O -0.2705 0.0806 -0.1881
C 0.6336 0.3697 0.1804
C 0.0110 -0.2030 -0.0153
C -0.0072 0.1119 -0.0243
C 0.5328 0.7687 0.1384
N -0.7855 -0.5303 -0.1342
C 0.7821 0.5274 0.1394
N -0.3532 -0.0910 -0.0524
C 0.1452 0.0012 0.0030
O -0.2983 -0.0044 -0.0301
C -0.8031 -0.1799 -0.0978
C 0.5441 -0.2493 0.0276
C -0.1661 -0.1803 -0.0365
C 0.2736 -0.1694 0.0085
S -0.1409 0.5922 0.0492
S 0.4365 -0.3175 0.0285
C -0.1489 -0.4965 -0.1008
C -0.0483 0.1537 0.0660
H -0.0884 -0.0331 -0.0402
H -0.0533 0.0650 -0.0921
H -0.0334 -0.0804 -0.1191
H 0.0961 0.1336 -0.2580
H -0.0388 0.0279 0.1207
H 0.0509 -0.0026 0.0729
H -0.0060 -0.1286 -0.2347
H 0.0427 0.0553 -0.1365
H 0.1198 0.0498 0.0340
H 0.0324 -0.0675 -0.0762
H 0.0561 -0.1672 0.0077
H 0.0024 -0.1349 -0.0050
H 0.1342 0.0889 0.0244
H 0.0943 0.1716 0.0278
H -0.1624 0.0758 -0.0081
H -0.1949 -0.0946 -0.0296
H 0.0132 0.1693 0.0301

Results
SMILES: CCN(CC)S(=O)(=O)c1ccc2nc(NC(=O)c3cccs3)sc2c1
net charge: 0
HOMO level: -8.665 eV
calculated total energy: -2204.48125 Eh

***

No. 4
Molecular formula: C16H17N5O2S2
Method: DFT, ωB97M-V/def2-TZVPD

CARTESIAN COORDINATES (ANGSTROEM)
C  -0.1966  -9.8350  2.4554
C  0.3211  -8.4575  2.1283
S  -0.9111  -7.5086  1.1392
C  -0.3004  -5.8478  1.2392
N  0.6783  -5.4539  2.0543
N  1.0062  -4.1259  1.8857
C  0.2551  -3.4862  1.0359
N  0.3589  -2.1296  0.7491
C  1.2052  -1.2009  1.3481
O  2.0323  -1.4315  2.2201
C  1.0459  0.1520  0.8647
C  0.2623  0.7765  -0.1087
C  0.5569  2.1909  0.0189
C  0.0371  3.2356  -0.8788
C  -0.3178  2.9005  -2.1786
C  -0.8077  3.8758  -3.0594
C  -0.8387  5.2149  -2.6984
C  -1.3029  6.2145  -3.7377
C  -0.5098  5.6059  -1.3711
C  -0.6496  7.0096  -0.7912
C  -0.0465  4.6016  -0.4946
O  0.3461  4.9757  0.8023
N  1.3810  2.4084  1.0012
N  1.7209  1.1954  1.4983
S  -0.8834  -4.5142  0.2365
H  -1.2156  -9.8352  2.8823
H  -0.2154  -10.5672  1.6375
H  0.4780  -10.2967  3.1864
H  0.4867  -7.9089  3.0776
H  1.2402  -8.5391  1.5552
H  -0.2995  -1.7929  0.0647
H  -0.4692  0.3762  -0.7858
H  -0.1872  1.8685  -2.5209
H  -1.1218  3.6019  -4.0719
H  -1.2700  5.7805  -4.7327
H  -2.3139  6.5917  -3.5367
H  -0.6553  7.0973  -3.7285
H  -1.0633  6.9566  0.2250
H  -1.3366  7.6259  -1.3166
H  0.3497  7.4776  -0.6991
H  0.7972  4.1725  1.1146
H  2.3531  1.0250  2.2901

Force components x, y, z for each atom (eV/Å):
C -0.6030 -1.0691 0.2505
C -0.0692 0.7180 0.4148
S 0.0733 0.3300 0.0061
C 1.5825 0.8106 1.0728
N -1.3406 -0.0186 -1.7080
N -0.4384 0.1839 0.1301
C 0.9629 -1.0953 0.8957
N -0.0019 -0.1028 0.0046
C 0.9739 -1.0794 1.1210
O -0.9667 -0.0999 -0.8896
C -0.4805 3.3445 -0.7867
C 0.8417 0.6079 0.8983
C -1.1615 -1.6278 -1.1272
C 0.1986 0.8853 0.0248
C -0.4322 0.1888 -0.4696
C 0.5744 -0.6107 0.0871
C -0.4895 0.4730 0.6918
C 0.1748 0.4422 0.5596
C -0.0359 -0.6566 0.1705
C 0.8314 -0.8819 0.6229
C 0.1413 0.2420 0.6170
O -0.5016 -0.6645 -1.8473
N 1.3483 -0.7325 1.1316
N -0.7027 -1.1926 -0.2469
S -0.3556 -0.6849 0.0644
H 0.4751 0.1686 -0.0518
H 0.0065 0.5289 -0.2042
H -0.1532 0.2317 0.0509
H 0.0469 -0.1524 -0.7535
H 0.1125 0.2863 0.0747
H 0.1394 0.1992 0.0608
H 0.0604 -0.2445 -0.0677
H -0.1721 0.3980 0.1182
H 0.2427 0.0161 0.3820
H -0.0767 -0.0336 -0.0359
H 0.1015 -0.2107 -0.0345
H -0.0186 -0.1026 -0.0757
H 0.2911 -0.1957 -0.1646
H -0.3143 0.5564 -0.8729
H -0.5616 -0.0055 -0.1374
H 0.1903 0.3112 0.6415
H -0.4936 0.5390 -0.6187

Results
SMILES: CCSc1nnc(NC(=O)c2cc(-c3ccc(C)c(C)c3O)n[nH]2)s1
net charge: 0
HOMO level: -8.368 eV
relative energy (zero: lowest compared OMol25 entry of this formula, charge and spin): 81.48 kJ/mol
calculated total energy: -1840.52577 Eh

***

Number 1: lowest unoccupied orbital energy 0.85 eV. Number 2: lowest unoccupied orbital energy -0.34 eV. Number 3: lowest unoccupied orbital energy -0.40 eV. Number 4: lowest unoccupied orbital energy -0.10 eV.